1.
C29H19KN13OS2Se as an isolated structure at a distorted geometry. Source: OMol25; level of theory: ωB97M-V with the def2-TZVPD basis set.

ORCA input file:
```
! RIJCOSX wB97M-V def2-TZVPD def2/J DEFGRID3
* xyz -1 1
K -19.424 14.177 -0.668
S -19.150 17.148 0.393
C -20.101 18.196 -0.661
C -20.405 19.550 -0.249
N -20.693 20.623 0.074
C -20.725 17.787 -1.847
S -20.690 16.197 -2.575
C -21.503 18.727 -2.649
N -22.188 19.452 -3.236
C -16.587 9.452 -2.833
N -17.802 10.175 -2.640
C -17.988 11.439 -2.227
N -19.261 11.641 -1.950
C -19.815 10.420 -2.234
N -18.989 9.503 -2.681
C -16.235 8.753 -1.564
C -16.726 7.460 -1.356
C -16.466 6.813 -0.161
C -15.671 7.403 0.797
C -15.177 8.673 0.623
C -15.429 9.333 -0.582
C -14.336 9.294 1.654
N -13.879 8.867 2.793
N -13.242 9.928 3.384
C -13.382 10.925 2.578
O -14.032 10.620 1.472
C -12.957 12.323 2.800
C -12.012 12.709 3.754
C -11.668 14.059 3.784
C -12.278 14.978 2.941
C -13.290 14.595 2.087
C -13.966 15.621 1.200
N -14.583 15.047 0.022
C -15.842 15.214 -0.454
N -16.001 14.416 -1.492
C -14.821 13.750 -1.628
N -13.914 14.138 -0.763
C -13.634 13.273 2.012
H -15.800 10.169 -3.150
H -16.769 8.722 -3.620
H -17.232 12.168 -2.261
H -20.853 10.236 -2.167
H -17.380 7.042 -2.111
H -16.857 5.839 0.021
H -15.443 6.898 1.725
H -15.011 10.360 -0.732
H -11.578 11.985 4.404
H -10.900 14.388 4.465
H -11.921 16.004 2.942
H -13.227 16.382 0.896
H -14.739 16.115 1.754
H -16.569 15.951 -0.077
H -14.616 13.008 -2.384
H -14.431 13.005 1.316
Se -17.626 10.945 2.540
N -18.934 10.743 3.740
C -19.903 11.570 3.407
C -21.108 11.789 4.190
C -21.925 12.747 3.783
C -21.615 13.511 2.584
N -20.601 13.338 1.843
C -19.716 12.362 2.254
N -18.570 12.168 1.595
H -21.298 11.179 5.043
H -22.830 13.027 4.304
H -22.305 14.273 2.198
*
```

HOMO: -2.8 eV

2.
CHF3LaO2S as an isolated structure at a distorted geometry. Source: OMol25; level of theory: ωB97M-V with the def2-TZVPD basis set.

ORCA input file:
```
! RIJCOSX wB97M-V def2-TZVPD def2/J DEFGRID3
* xyz 1 1
S 1.360 0.086 -0.408
O 0.886 -1.189 -1.218
O 0.853 1.178 -1.407
La -0.327 -0.165 -3.075
C -0.053 0.057 0.882
F 0.392 -0.873 1.751
F -0.011 1.211 1.556
F -2.051 -0.317 2.031
H -1.050 0.011 -0.112
*
```

HOMO (alpha / beta): -12.1 / -10.3 eV
energy above the lowest of the compared OMol25 structures with the same formula, charge and spin: 84.5 kJ/mol

3.
C29H39N7O3PPdS3 as an isolated structure at a distorted geometry. Source: OMol25; level of theory: ωB97M-V with the def2-TZVPD basis set.

ORCA input file:
```
! RIJCOSX wB97M-V def2-TZVPD def2/J DEFGRID3
* xyz 1 1
Pd 0.196 -0.131 0.158
C -3.313 -1.285 -0.628
C -2.308 -1.350 -1.725
N -1.078 -0.929 -1.638
C -0.375 -1.112 -2.821
C -1.107 -1.686 -3.811
S -2.700 -2.007 -3.275
C 1.029 -0.719 -2.920
C 1.790 -0.647 -4.046
S 3.384 -0.170 -3.654
C 2.937 -0.085 -1.980
N 1.695 -0.392 -1.768
C 3.893 0.316 -0.909
H -2.803 -1.081 0.310
H -3.867 -2.220 -0.549
H -4.036 -0.491 -0.824
H -0.793 -1.943 -4.809
H 1.505 -0.843 -5.067
H 4.871 -0.138 -1.062
H 3.483 0.008 0.051
H 4.016 1.402 -0.904
C 3.252 3.537 4.459
N 2.539 2.259 4.207
C 1.073 2.436 4.401
C 2.911 1.630 2.870
C 2.273 2.261 1.653
C 2.702 3.494 1.147
C 2.103 4.056 0.030
C 1.066 3.396 -0.620
C 0.679 2.165 -0.124
C 1.262 1.583 0.987
H 3.129 3.821 5.501
H 2.835 4.317 3.828
H 4.313 3.425 4.246
H 2.850 1.596 4.920
H 0.673 3.014 3.572
H 0.896 2.968 5.333
H 0.579 1.469 4.445
H 2.604 0.586 2.923
H 3.998 1.672 2.805
H 3.535 4.012 1.608
H 2.455 5.006 -0.348
H 0.593 3.831 -1.490
H -0.129 1.574 -0.615
N -1.881 0.765 1.598
C -1.791 0.021 2.825
C -2.914 -0.468 3.476
C -2.773 -1.207 4.655
C -1.515 -1.440 5.165
C -0.386 -0.957 4.526
C -0.526 -0.235 3.360
S -1.132 -2.303 6.721
O -0.370 -1.278 7.426
O -0.316 -3.413 6.250
O -2.402 -2.650 7.308
H -2.848 0.950 1.358
H -1.397 1.650 1.670
H -3.904 -0.277 3.072
H -3.634 -1.591 5.186
H 0.577 -1.166 4.978
H 0.331 0.138 2.832
C 0.106 -4.987 2.590
N -0.769 -4.718 1.443
C -0.198 -5.321 0.243
N 1.173 -4.886 -0.028
C 1.993 -5.158 1.152
N 1.471 -4.527 2.354
C 1.580 -3.088 2.343
P 0.574 -2.357 0.932
C -1.003 -3.297 1.272
C 1.233 -3.484 -0.404
H 0.134 -6.064 2.754
H -0.293 -4.501 3.483
H -0.824 -5.069 -0.617
H -0.197 -6.405 0.365
H 3.013 -4.813 0.969
H 2.010 -6.236 1.317
H 2.629 -2.802 2.219
H 1.216 -2.698 3.295
H -1.682 -3.144 0.429
H -1.464 -2.890 2.176
H 2.272 -3.215 -0.617
H 0.654 -3.328 -1.320
*
```

HOMO (alpha / beta): -9.5 / -9.5 eV
energy above the lowest of the compared OMol25 structures with the same formula, charge and spin: 134.9 kJ/mol

4.
C3H3N3 in the gas phase at a distorted geometry. Source: OMol25; level of theory: ωB97M-V with the def2-TZVPD basis set.

ORCA input file:
```
! RIJCOSX wB97M-V def2-TZVPD def2/J DEFGRID3
* xyz 0 1
C -1.068 -0.648 0.017
N 0.006 -1.418 -0.088
C 1.060 -0.647 0.133
N 0.988 0.678 0.310
C -0.071 1.207 -0.314
N -1.189 0.540 -0.558
H -1.713 -0.837 0.863
H 2.027 -1.132 0.228
H -0.040 2.257 -0.591
*
```

HOMO: -10.2 eV
energy above the lowest of the compared OMol25 structures with the same formula, charge and spin: 149.0 kJ/mol
SMILES: c1ncncn1

5.
F6Li2N3O12S6 as an isolated structure at a distorted geometry. Source: OMol25; level of theory: ωB97M-V with the def2-TZVPD basis set.

ORCA input file:
```
! RIJCOSX wB97M-V def2-TZVPD def2/J DEFGRID3
* xyz 0 2
Li -7.035 -7.065 16.860
Li -8.742 -5.774 18.656
N -7.334 -9.396 13.917
S -8.413 -8.060 14.006
O -8.636 -7.745 15.409
O -9.527 -7.957 13.055
F -7.403 -6.863 13.575
S -8.493 -10.336 13.924
O -9.072 -10.686 12.626
O -9.364 -10.339 15.098
F -7.547 -11.603 14.196
N -7.303 -5.253 17.538
S -7.560 -4.121 16.288
O -6.918 -4.393 14.994
O -7.976 -2.730 16.606
F -8.924 -4.904 15.957
S -6.184 -4.421 18.110
O -6.550 -3.357 18.978
O -5.028 -4.251 17.214
F -5.654 -5.619 19.090
N -5.613 -8.344 16.697
S -5.857 -9.856 17.554
O -5.334 -10.018 18.903
O -6.014 -11.006 16.684
F -7.405 -9.554 17.895
S -4.210 -8.185 17.261
O -3.205 -9.092 16.702
O -4.048 -7.731 18.652
F -3.857 -6.814 16.587
*
```

HOMO (alpha / beta): -10.4 / -10.4 eV
energy above the lowest of the compared OMol25 structures with the same formula, charge and spin: 85.1 kJ/mol

6.
C40H32NO6P2PdS as an isolated structure at a distorted geometry. Source: OMol25; level of theory: ωB97M-V with the def2-TZVPD basis set.

ORCA input file:
```
! RIJCOSX wB97M-V def2-TZVPD def2/J DEFGRID3
* xyz -1 1
Pd 0.053 -0.257 0.465
C -1.963 2.256 -0.930
C -2.125 2.450 0.566
P -0.593 1.855 1.449
C 0.642 2.986 0.714
C 0.514 4.370 0.803
C 1.514 5.189 0.314
C 2.648 4.632 -0.257
C 2.774 3.258 -0.367
C 1.766 2.437 0.106
C -0.860 2.658 3.060
C -2.130 2.648 3.631
C -2.351 3.237 4.859
C -1.304 3.824 5.549
C -0.028 3.797 5.009
C 0.199 3.211 3.777
P -1.452 0.489 -1.235
C -1.746 0.386 -3.018
C -1.192 1.351 -3.856
C -1.417 1.300 -5.216
C -2.173 0.274 -5.760
C -2.666 -0.727 -4.937
C -2.449 -0.678 -3.574
C -2.902 -0.406 -0.560
C -2.688 -1.494 0.287
C -3.767 -2.166 0.838
C -5.060 -1.761 0.549
C -5.276 -0.684 -0.297
C -4.205 -0.011 -0.853
H -1.151 2.890 -1.306
H -2.879 2.517 -1.469
H -2.975 1.855 0.919
H -2.306 3.501 0.813
H -0.354 4.808 1.274
H 1.431 6.264 0.400
H 3.445 5.273 -0.602
H 3.670 2.842 -0.801
H 1.835 1.348 0.017
H -2.946 2.169 3.112
H -3.346 3.236 5.279
H -1.481 4.284 6.511
H 0.793 4.236 5.556
H 1.201 3.189 3.368
H -0.585 2.139 -3.432
H -1.003 2.065 -5.858
H -2.357 0.243 -6.824
H -3.227 -1.545 -5.364
H -2.830 -1.460 -2.932
H -1.664 -1.821 0.521
H -3.596 -3.004 1.497
H -5.901 -2.280 0.984
H -6.285 -0.369 -0.526
H -4.377 0.831 -1.511
O 6.451 0.900 2.813
C 5.928 -0.069 3.346
O 6.198 -0.770 4.306
C 4.583 -0.484 2.584
C 4.565 -0.428 1.199
C 3.363 -0.653 0.547
N 2.245 -0.906 1.212
C 2.272 -1.011 2.527
C 3.434 -0.817 3.270
C 0.927 -1.387 3.232
O 0.985 -1.682 4.416
O -0.080 -1.369 2.490
H 5.456 -0.179 0.645
H 3.298 -0.628 -0.537
H 3.389 -0.908 4.344
O 3.212 -7.511 -3.293
C 1.886 -7.220 -3.210
O 1.081 -8.033 -3.595
C 1.534 -5.895 -2.672
C 0.241 -5.402 -2.902
C -0.101 -4.128 -2.522
C 0.835 -3.303 -1.886
S 0.476 -1.627 -1.669
C 2.090 -3.827 -1.559
C 2.438 -5.094 -1.963
H 3.753 -6.762 -3.010
H -0.467 -6.038 -3.414
H -1.084 -3.731 -2.731
H 2.787 -3.216 -1.006
H 3.427 -5.457 -1.703
*
```

HOMO (alpha / beta): -4.7 / -4.7 eV
energy above the lowest of the compared OMol25 structures with the same formula, charge and spin: 228.4 kJ/mol

no.,electronic energy (a.u.)
1,-5701.3895
2,-918.0623
3,-3400.9749
4,-280.3240
5,-4070.2794
6,-3258.5831